The following is a quantum chemistry calculation of C14H13NOS as an isolated structure at a distorted geometry, from OMol25.

```
30
Properties=species:S:1:pos:R:3
H -5.2580 2.1990 0.6532
H 3.2856 -1.0172 -2.2637
C -2.5592 -1.7089 -0.0502
H -1.3337 -2.9083 -0.1333
C 1.9782 -0.6391 -0.5215
S -2.2165 0.7186 -1.0366
H -1.2033 -0.1164 1.6268
C -0.2083 -1.2509 0.0917
H 0.9350 -2.2520 -1.4062
C -4.3668 1.8055 -0.0650
O -3.5112 -2.5703 0.0751
C -3.0871 -0.1596 -0.0318
H 4.9915 0.5318 -0.4633
C 0.8358 -1.4147 -0.7305
H 3.8126 -1.4524 -0.7766
C 4.0002 0.7198 -0.6404
H -3.2249 3.2593 -1.0592
C 3.3432 0.8651 0.6999
C 0.7966 0.4443 1.3985
N -1.2310 -1.9300 -0.1468
C 3.2805 -0.5097 -1.0525
C -3.2980 2.1302 -0.6439
H 3.7362 1.3633 -1.5652
H 3.8414 0.5990 1.5830
C -0.2442 -0.4272 0.9650
C 1.8925 0.2019 0.7487
H 3.3129 2.2140 0.6958
H -4.8399 -0.3442 1.1600
H 0.8056 1.3309 2.2393
C -4.2657 0.3185 0.6497
```

Results
**Net charge**: 0
**2S+1**: 1
**ΔE to the lowest compared entry with this formula, charge and spin**: 974.9 kJ/mol
**Frontier orbital gap**: 8.977 eV
**Maximum force**: 0.3538 Eh/bohr
**E_HOMO**: -0.3088 hartree